Record 1
This record from the OMol25 dataset describes C48H33ClF2N9O2SbTl as an isolated structure in a non-equilibrium geometry. The level of theory is the ωB97M-V functional and the def2-TZVPD basis.

Its net charge is -1. As for the relative energy (zero: lowest compared OMol25 entry of this formula, charge and spin): 0.0 kcal per mole. The calculation puts the LUMO energy (alpha / beta) at 0.2 / 1.0 eV.

Each line ends with the Mulliken charge.
Atoms and positions in Å:
Tl1 -0.53 -0.33 0.81  0.59
C1 0.68 4.26 5.51  -0.66
C2 1.98 3.82 5.37  -0.52
C3 2.35 2.96 4.30  -0.13
C4 1.42 2.68 3.37  0.21
C5 1.44 1.82 2.19  0.04
N1 2.58 1.39 1.66  -0.50
C6 2.67 0.85 0.45  -0.16
C7 4.00 0.33 -0.11  0.01
C8 5.32 0.13 0.30  -0.13
C9 6.26 -0.29 -0.62  -0.75
C10 5.89 -0.58 -1.93  -0.39
C11 4.59 -0.45 -2.39  -0.46
C12 3.67 0.01 -1.45  0.29
C13 2.25 0.43 -1.67  0.14
N2 1.72 0.56 -2.83  -0.29
C14 0.48 1.06 -3.06  -0.94
N3 -0.40 1.33 -2.08  -0.14
C15 -1.58 1.69 -2.68  -0.53
N4 -2.76 2.00 -2.15  -0.46
C16 -2.98 2.02 -0.83  -0.14
N5 -2.12 1.78 0.19  -0.06
C17 -2.72 2.22 1.33  -0.20
N6 -2.03 2.44 2.42  -0.43
C18 -0.70 2.36 2.59  -0.38
N7 0.17 1.64 1.74  0.02
C19 0.05 2.99 3.59  0.18
C20 -0.30 3.82 4.68  -0.08
C21 -4.10 2.66 1.09  0.31
C22 -5.12 3.10 1.89  -0.16
C23 -6.24 3.68 1.27  -0.61
C24 -6.37 3.69 -0.13  -0.55
C25 -5.37 3.15 -0.93  -0.21
C26 -4.28 2.55 -0.31  0.08
C27 -1.45 1.68 -4.11  0.05
C28 -2.42 1.74 -5.05  0.02
C29 -2.08 1.28 -6.31  -0.49
C30 -0.90 0.64 -6.60  -0.94
C31 0.28 0.52 -5.63  0.37
C32 0.00 1.48 -4.42  2.49
N8 1.77 0.87 -0.49  -0.28
H1 0.43 5.08 6.23  0.30
H2 2.81 4.22 5.95  0.34
H3 3.41 2.67 4.21  0.46
H4 5.60 0.25 1.35  0.46
H5 7.27 -0.46 -0.33  0.44
H6 6.72 -0.90 -2.62  0.31
H7 4.30 -0.71 -3.38  0.57
H8 -1.34 4.03 4.74  0.59
H9 -5.00 3.04 2.98  0.46
H10 -7.06 4.04 1.87  0.40
H11 -7.29 4.07 -0.62  0.34
H12 -5.28 3.33 -2.01  0.40
H13 -3.42 2.11 -4.78  0.48
H14 -2.75 1.39 -7.17  0.35
H15 -0.75 0.09 -7.53  0.39
H16 1.14 0.83 -6.22  0.36
F1 -4.82 -2.49 4.96  -0.34
C33 -3.49 -2.44 4.70  0.74
C34 -2.99 -1.44 3.91  -0.83
C35 -1.68 -1.54 3.58  -0.09
C36 -0.73 -2.44 4.08  -0.02
C37 -1.35 -3.48 4.79  0.48
F2 -0.71 -4.67 5.03  -0.34
C38 -2.69 -3.44 5.20  -0.92
C39 0.72 -2.34 3.81  0.02
C40 1.62 -2.83 4.74  -0.75
C41 2.97 -2.99 4.37  -0.45
C42 3.41 -2.57 3.10  -1.06
C43 2.45 -2.01 2.28  -0.09
N9 1.17 -1.82 2.65  0.32
H17 -3.66 -0.64 3.57  0.39
H18 -3.11 -4.24 5.83  0.38
H19 1.28 -3.17 5.71  0.46
H20 3.60 -3.44 5.08  0.46
H21 4.38 -2.87 2.74  0.43
H22 2.65 -1.69 1.22  0.38
Cl1 -2.89 -4.58 -3.22  -0.20
C44 -2.14 -4.93 -1.69  -0.43
C45 -0.63 -4.92 -1.65  0.85
O1 0.05 -3.85 -1.34  -0.41
O2 -0.01 -6.08 -1.70  -0.68
H23 -2.54 -5.95 -1.43  0.30
H24 -2.53 -4.20 -0.97  0.19
C46 0.63 -0.92 -5.22  -1.53
Sb1 1.83 -5.54 -0.58  0.56
C47 2.47 -4.65 -2.44  -1.21
C48 0.66 2.89 -4.68  -1.74
H25 0.97 -1.52 -6.08  0.51
H26 -0.30 -1.36 -4.83  0.38
H27 1.34 -1.01 -4.39  0.17
H28 2.12 -3.64 -2.59  0.26
H29 2.05 -5.30 -3.18  0.38
H30 3.56 -4.72 -2.65  0.43
H31 0.24 3.34 -5.60  0.40
H32 1.75 2.76 -4.87  0.40
H33 0.49 3.66 -3.88  0.34

***

Record 2
This record from the OMol25 dataset describes C48H33N7O5P2Se2Ti as an isolated structure. The level of theory is the ωB97M-V functional and the def2-TZVPD basis.

Its net charge is -2. Its spin multiplicity is 3. As for the relative energy (zero: lowest compared OMol25 entry of this formula, charge and spin): 10.0 kcal per mole. The calculation puts the LUMO energy (alpha / beta) at 3.6 / 3.6 eV.

Each line ends with the Mulliken spin population.
Atoms and positions in Å:
Ti1 -0.40 -0.42 0.43  0.93
C1 -5.85 -0.25 -0.65  0.00
C2 -4.74 0.37 -1.22  0.00
C3 -3.47 -0.16 -1.05  0.01
C4 -3.25 -1.32 -0.29  -0.01
C5 -4.38 -1.92 0.30  0.00
C6 -5.64 -1.39 0.11  0.00
N1 -1.94 -1.74 -0.12  0.02
C7 -1.70 -3.03 0.35  0.14
C8 -2.36 -4.18 -0.09  -0.07
C9 -1.98 -5.44 0.35  0.12
C10 -0.92 -5.59 1.25  -0.05
C11 -0.28 -4.46 1.74  0.16
C12 -0.68 -3.19 1.33  -0.18
N2 -0.13 -2.00 1.77  0.29
N3 0.75 -1.99 2.75  0.36
C13 1.38 -0.79 2.81  0.03
C14 2.23 -0.51 3.90  0.05
C15 2.89 0.69 3.95  0.00
C16 2.70 1.63 2.93  0.09
C17 1.83 1.30 1.91  0.00
N4 1.18 0.14 1.84  0.08
H1 -6.84 0.16 -0.78  0.00
H2 -4.86 1.27 -1.80  0.00
H3 -2.61 0.34 -1.50  0.00
H4 -4.24 -2.79 0.93  0.00
H5 -6.49 -1.87 0.60  0.00
H6 -3.17 -4.07 -0.80  -0.01
H7 -2.48 -6.32 -0.03  0.01
H8 -0.60 -6.57 1.55  0.00
H9 0.54 -4.54 2.44  0.01
H10 2.34 -1.27 4.67  0.00
H11 3.55 0.91 4.78  0.00
H12 3.20 2.59 2.93  0.01
H13 1.63 1.99 1.09  0.00
O1 -2.94 5.15 0.90  0.01
C18 -2.46 4.05 0.79  0.00
C19 -1.46 3.61 -0.28  0.00
O2 -1.05 4.31 -1.19  0.02
C20 -1.14 2.24 0.07  0.02
C21 -1.86 1.80 1.19  -0.02
O3 -1.69 0.60 1.59  -0.04
C22 -2.72 2.86 1.71  0.00
O4 -3.48 2.86 2.67  -0.01
O5 -0.31 1.40 -0.48  -0.01
Se1 3.11 -5.82 -1.97  0.00
P1 1.97 -4.48 -3.13  0.00
C23 2.94 -4.04 -4.61  0.00
C24 4.27 -3.70 -4.40  0.00
C25 5.10 -3.44 -5.47  0.00
C26 4.61 -3.51 -6.77  0.00
C27 3.28 -3.84 -6.99  0.00
C28 2.45 -4.10 -5.90  0.00
C29 0.45 -5.29 -3.68  0.00
C30 -0.76 -5.03 -3.06  -0.01
C31 -1.88 -5.81 -3.35  0.00
C32 -1.79 -6.84 -4.27  0.00
C33 -0.57 -7.11 -4.90  0.00
C34 0.54 -6.36 -4.59  0.00
C35 1.47 -2.95 -2.30  0.00
C36 0.70 -1.79 -2.55  0.02
N5 0.74 -1.07 -1.41  0.01
N6 1.44 -1.75 -0.52  0.01
N7 1.87 -2.88 -1.01  0.01
P2 -0.09 -1.03 -3.99  0.00
Se2 -0.99 0.84 -3.69  0.00
C37 -1.28 -2.25 -4.62  0.00
C38 -1.07 -3.03 -5.75  0.00
C39 -2.06 -3.88 -6.21  0.00
C40 -3.27 -3.96 -5.54  0.00
C41 -3.49 -3.19 -4.40  0.00
C42 -2.50 -2.33 -3.95  0.00
C43 1.20 -0.81 -5.25  0.00
C44 0.81 -0.55 -6.57  0.00
C45 1.75 -0.16 -7.50  0.00
C46 3.08 0.01 -7.13  0.00
C47 3.46 -0.22 -5.82  0.00
C48 2.53 -0.64 -4.88  0.00
H14 4.66 -3.68 -3.39  0.00
H15 6.14 -3.18 -5.30  0.00
H16 5.26 -3.30 -7.61  0.00
H17 2.88 -3.88 -7.99  0.00
H18 1.42 -4.38 -6.08  0.00
H19 -0.84 -4.24 -2.32  0.01
H20 -2.81 -5.60 -2.85  0.00
H21 -2.66 -7.43 -4.50  0.00
H22 -0.50 -7.93 -5.60  0.00
H23 1.50 -6.61 -5.02  0.00
H24 -0.13 -2.97 -6.28  0.00
H25 -1.89 -4.49 -7.09  0.00
H26 -4.05 -4.63 -5.89  0.00
H27 -4.42 -3.25 -3.86  0.00
H28 -2.68 -1.72 -3.07  0.00
H29 -0.23 -0.62 -6.84  0.00
H30 1.44 0.04 -8.52  0.00
H31 3.81 0.34 -7.86  0.00
H32 4.49 -0.08 -5.52  0.00
H33 2.83 -0.82 -3.86  0.00

***

Record 3
This record from the OMol25 dataset describes C48H34AsF5NO11STeV as an isolated structure. The level of theory is the ωB97M-V functional and the def2-TZVPD basis.

As for the relative energy (zero: lowest compared OMol25 entry of this formula, charge and spin): 0.0 kcal per mole. The calculation puts the LUMO energy at -2.0 eV.

Each line ends with the Mulliken charge.
Atoms and positions in Å:
V1 1.49 -0.07 -0.11  1.60
C1 -4.84 -0.74 3.53  -1.63
C2 -3.52 -0.56 2.82  0.49
C3 -2.58 0.36 3.27  -0.81
C4 -1.35 0.52 2.63  1.10
C5 -0.34 1.52 3.10  -0.19
O1 0.85 1.26 3.08  -0.58
C6 -0.81 2.84 3.61  0.58
C7 -1.99 3.43 3.16  -0.15
C8 -2.34 4.70 3.59  -0.89
C9 -1.52 5.38 4.48  -0.38
C10 -0.34 4.80 4.93  -0.78
C11 0.02 3.54 4.48  -0.36
C12 -1.09 -0.27 1.51  -0.52
O2 0.06 -0.20 0.84  -0.51
C13 -2.03 -1.17 1.02  -0.22
C14 -3.23 -1.30 1.68  -1.17
C15 -1.70 -1.94 -0.23  0.20
N1 -1.14 -3.08 -0.23  0.69
C16 -0.66 -3.71 0.97  0.15
C17 -1.22 -5.12 1.14  -1.65
Te1 -1.78 -6.13 -0.67  0.19
C18 -3.52 -4.98 -0.95  -0.26
C19 -4.45 -4.81 0.07  -0.26
C20 -5.57 -4.02 -0.13  -0.61
C21 -5.79 -3.40 -1.35  -0.54
C22 -4.88 -3.59 -2.38  -0.51
C23 -3.75 -4.37 -2.18  -0.09
C24 -2.03 -1.30 -1.53  1.82
C25 -1.79 -2.01 -2.71  -0.95
C26 -2.06 -1.42 -3.94  -0.92
C27 -2.55 -0.12 -4.00  -0.94
C28 -2.78 0.59 -2.83  -0.90
C29 -2.52 0.00 -1.60  -0.30
H1 -4.88 -0.14 4.44  0.40
H2 -5.00 -1.78 3.80  0.36
H3 -5.67 -0.42 2.89  0.33
H4 -2.79 0.95 4.15  0.48
H5 -2.61 2.91 2.44  0.47
H6 -3.25 5.16 3.23  0.40
H7 -1.80 6.37 4.82  0.42
H8 0.30 5.33 5.62  0.42
H9 0.94 3.08 4.80  0.49
H10 -3.96 -2.01 1.29  0.50
H11 -0.90 -3.14 1.88  0.16
H12 0.43 -3.75 0.88  0.26
H13 -2.10 -5.12 1.77  0.34
H14 -0.49 -5.78 1.61  0.59
H15 -4.30 -5.30 1.03  0.41
H16 -6.29 -3.89 0.68  0.46
H17 -6.67 -2.79 -1.51  0.40
H18 -5.04 -3.11 -3.34  0.39
H19 -3.03 -4.49 -2.99  0.49
H20 -1.39 -3.01 -2.65  0.55
H21 -1.87 -1.97 -4.85  0.68
H22 -2.74 0.34 -4.96  0.45
H23 -3.15 1.60 -2.87  0.46
H24 -2.68 0.57 -0.69  0.50
O3 5.13 -0.94 1.76  -0.63
As1 4.01 0.36 2.00  0.25
O4 4.46 1.46 0.65  -0.25
O5 2.61 -0.43 1.11  -0.10
C30 5.50 1.37 -0.23  0.01
C31 6.60 2.19 -0.01  -0.53
C32 7.65 2.23 -0.90  -0.59
C33 7.62 1.45 -2.05  -0.68
C34 6.53 0.62 -2.28  -0.67
C35 5.48 0.58 -1.38  0.17
S1 4.19 -0.59 -1.71  1.87
O6 4.34 -1.67 -0.76  -1.00
O7 4.26 -0.95 -3.10  -0.73
O8 2.92 0.20 -1.43  -1.35
H25 4.99 -1.37 0.88  0.50
H26 6.60 2.81 0.88  0.51
H27 8.50 2.87 -0.71  0.40
H28 8.44 1.47 -2.76  0.41
H29 6.48 0.01 -3.17  0.57
F1 1.61 -3.55 -6.01  -0.33
C36 1.50 -3.07 -4.78  0.50
C37 1.92 -3.83 -3.70  0.40
F2 2.44 -5.04 -3.90  -0.35
C38 1.80 -3.33 -2.42  0.18
F3 2.20 -4.06 -1.38  -0.39
C39 1.27 -2.06 -2.20  0.07
O9 1.14 -1.60 -0.95  0.95
C40 0.84 -1.32 -3.29  0.59
F4 0.31 -0.12 -3.08  -0.55
C41 0.95 -1.81 -4.58  0.31
F5 0.54 -1.09 -5.61  -0.40
O10 -0.83 2.32 0.09  -0.38
C42 0.35 2.57 0.02  0.06
O11 1.25 1.67 -0.44  -0.01
C43 0.95 3.89 0.38  0.39
C44 0.09 4.92 0.75  -0.48
C45 0.61 6.14 1.12  -0.68
C46 1.99 6.34 1.13  -0.42
C47 2.84 5.31 0.75  -0.90
C48 2.33 4.08 0.37  -0.06
H30 -0.97 4.74 0.73  0.52
H31 -0.05 6.95 1.41  0.42
H32 2.40 7.30 1.43  0.42
H33 3.91 5.47 0.75  0.46
H34 2.98 3.28 0.08  0.43

***

Record 4
This record from the OMol25 dataset describes C48H35N3O6P2ReS8 as an isolated structure. The level of theory is the ωB97M-V functional and the def2-TZVPD basis.

Its net charge is -2. Its spin multiplicity is 2. As for the relative energy (zero: lowest compared OMol25 entry of this formula, charge and spin): 0.0 kcal per mole. The calculation puts the LUMO energy (alpha / beta) at 3.5 / 3.5 eV.

Each line ends with the Mulliken spin population.
Atoms and positions in Å:
Re1 1.04 0.43 -0.51  0.83
C1 -5.22 -1.13 1.54  0.00
C2 -4.26 -2.34 1.52  0.00
C3 -5.03 -3.59 1.94  0.00
C4 -3.69 -2.47 0.11  0.00
C5 -4.13 -3.36 -0.86  0.00
C6 -3.57 -3.32 -2.13  0.00
C7 -2.58 -2.41 -2.45  0.00
C8 -2.10 -1.51 -1.50  0.01
P1 -0.82 -0.18 -1.82  -0.03
C9 -0.42 -0.77 -3.52  0.01
C10 0.45 -1.86 -3.61  0.00
C11 0.75 -2.42 -4.84  0.00
C12 0.19 -1.90 -6.00  0.00
C13 -0.66 -0.81 -5.92  0.00
C14 -0.97 -0.25 -4.68  0.00
C15 -1.97 1.21 -2.17  0.01
C16 -3.32 1.22 -1.83  0.00
C17 -4.10 2.35 -2.05  0.00
C18 -3.54 3.48 -2.62  0.00
C19 -2.20 3.48 -2.97  0.00
C20 -1.42 2.35 -2.75  -0.01
C21 -2.68 -1.59 -0.24  0.00
O1 -2.23 -0.69 0.69  0.00
C22 -2.08 -1.23 1.94  0.01
C23 -0.91 -0.95 2.61  -0.03
C24 -0.81 -1.41 3.93  0.00
C25 -1.82 -2.19 4.48  0.00
C26 -2.94 -2.53 3.73  0.00
C27 -3.08 -2.06 2.44  0.00
P2 0.49 0.02 1.84  0.06
C28 0.10 1.51 2.83  -0.01
C29 -0.88 2.32 2.26  0.01
C30 -1.32 3.46 2.90  0.00
C31 -0.78 3.82 4.13  0.00
C32 0.18 3.01 4.71  0.00
C33 0.62 1.86 4.08  0.00
C34 1.83 -0.95 2.65  0.03
C35 2.92 -0.40 3.31  0.00
C36 3.95 -1.20 3.78  0.00
C37 3.90 -2.57 3.58  0.00
C38 2.82 -3.13 2.92  0.00
C39 1.79 -2.33 2.47  0.00
H1 -6.05 -1.29 0.85  0.00
H2 -4.70 -0.22 1.25  0.00
H3 -5.61 -0.99 2.55  0.00
H4 -5.87 -3.77 1.27  0.00
H5 -5.44 -3.47 2.94  0.00
H6 -4.38 -4.47 1.94  0.00
H7 -4.90 -4.08 -0.64  0.00
H8 -3.92 -4.02 -2.89  0.00
H9 -2.17 -2.40 -3.45  0.00
H10 0.91 -2.25 -2.71  0.00
H11 1.42 -3.27 -4.89  0.00
H12 0.44 -2.33 -6.96  0.00
H13 -1.09 -0.38 -6.82  0.00
H14 -1.65 0.59 -4.63  0.00
H15 -3.78 0.35 -1.38  0.00
H16 -5.15 2.34 -1.76  0.00
H17 -4.15 4.37 -2.78  0.00
H18 -1.73 4.37 -3.39  0.00
H19 -0.37 2.38 -3.00  -0.01
H20 0.07 -1.19 4.50  0.00
H21 -1.72 -2.55 5.50  0.00
H22 -3.69 -3.18 4.17  0.00
H23 -1.27 2.07 1.27  -0.01
H24 -2.05 4.09 2.41  0.00
H25 -1.10 4.73 4.62  0.00
H26 0.62 3.29 5.67  0.00
H27 1.36 1.24 4.56  0.00
H28 3.00 0.67 3.44  0.00
H29 4.80 -0.74 4.26  0.00
H30 4.72 -3.20 3.93  0.00
H31 2.79 -4.20 2.73  0.00
H32 0.96 -2.78 1.93  0.00
S1 3.34 0.99 0.34  0.00
C40 3.90 2.14 1.46  0.01
C41 5.25 1.80 1.87  0.00
N1 6.32 1.51 2.19  0.00
C42 3.41 3.30 2.02  0.00
S2 1.90 4.09 1.67  0.00
C43 4.17 4.00 3.01  0.00
N2 4.72 4.57 3.84  0.00
O2 -0.40 4.75 -0.10  0.00
S3 0.56 3.87 -0.73  0.00
O3 1.99 4.18 0.00  0.00
O4 0.23 2.46 -0.41  0.00
O5 0.88 4.11 -2.10  0.00
O6 2.92 -3.57 -0.76  0.03
C44 2.37 -2.51 -0.65  0.06
N3 1.78 -1.49 -0.52  -0.04
C45 4.35 -1.67 -4.00  0.01
S4 4.82 -1.05 -2.36  0.00
C46 4.76 0.69 -2.65  0.00
C47 3.65 1.45 -2.72  0.02
S5 1.98 0.90 -2.75  0.04
S6 3.95 3.16 -2.93  0.00
C48 5.66 3.10 -3.04  0.00
S7 6.63 4.42 -3.36  0.00
S8 6.28 1.52 -2.79  0.00
H33 4.23 -2.74 -3.88  0.00
H34 5.12 -1.45 -4.74  0.00
H35 3.40 -1.23 -4.29  0.00